{
  "formula": "C52H86F2N8O4",
  "method": "ωB97M-V/def2-TZVPD",
  "total_charge": 0,
  "homo_lumo_gap_ev": 9.619,
  "smiles": "Fc1ccccc1.Fc1ccccc1.CCCC#N.CCCC#N.CCCC#N.CCCC#N.CCCC#N.CCCC#N.CCCC#N.CCCC#N.COCCOC.COCCOC",
  "elements": ["F", "F", "O", "O", "O", "O", "N", "N", "N", "N", "N", "N", "N", "N", "C", "C", "C", "C", "C", "C", "C", "C", "C", "C", "C", "C", "C", "C", "C", "C", "C", "C", "C", "C", "C", "C", "C", "C", "C", "C", "C", "C", "C", "C", "C", "C", "C", "C", "C", "C", "C", "C", "C", "C", "C", "C", "C", "C", "C", "C", "C", "C", "C", "C", "C", "C", "H", "H", "H", "H", "H", "H", "H", "H", "H", "H", "H", "H", "H", "H", "H", "H", "H", "H", "H", "H", "H", "H", "H", "H", "H", "H", "H", "H", "H", "H", "H", "H", "H", "H", "H", "H", "H", "H", "H", "H", "H", "H", "H", "H", "H", "H", "H", "H", "H", "H", "H", "H", "H", "H", "H", "H", "H", "H", "H", "H", "H", "H", "H", "H", "H", "H", "H", "H", "H", "H", "H", "H", "H", "H", "H", "H", "H", "H", "H", "H", "H", "H", "H", "H", "H", "H"],
  "coordinates": [[-1.4280, 1.2880, 0.6748], [-2.9429, 0.9170, -4.4649], [-1.7793, 2.3628, 3.8415], [5.4655, 5.4001, -0.6245], [0.3736, 3.7360, 5.2152], [4.8553, 2.5171, -0.6978], [1.9692, -4.9226, -2.2795], [-1.0779, 4.3081, -1.7563], [5.5602, -0.0923, 4.2192], [1.5164, 5.2572, 2.4961], [-3.5928, -2.7655, -8.4099], [-1.7319, -4.4656, 1.9127], [2.0118, -2.9322, 4.8009], [-3.3587, -2.1867, -3.6857], [3.9616, 3.6221, -0.7736], [-4.0935, -1.3763, -3.2747], [-2.9161, 1.5951, 3.4536], [-1.8549, 3.0570, 5.0302], [-4.6684, -0.0259, -1.1717], [-1.3787, 6.1128, 0.1011], [4.6099, -2.2595, 3.2187], [1.8619, 1.6657, 1.9435], [0.0787, -3.2321, -4.5537], [-0.8733, 0.4247, -5.6009], [1.3961, -2.2697, 5.4905], [0.9470, -4.6537, -2.7173], [-1.2520, 2.5580, -4.4290], [-1.5139, -2.4583, 5.0748], [-1.9838, 5.4251, 1.3458], [0.7257, -0.0585, -1.9220], [-0.7347, -1.1373, 5.3244], [3.4102, -2.2421, 2.2389], [0.6117, -6.8906, 2.5287], [4.3782, 4.7987, 0.0549], [4.3416, 1.4579, -1.4525], [0.8137, -3.8027, -5.6952], [0.8706, -1.3985, -1.4368], [3.7988, -1.9271, 0.7904], [0.8713, 2.0929, -5.3845], [1.2598, 4.1843, 2.1488], [-3.8554, -5.7483, -6.6210], [-2.8437, -4.6082, -6.7186], [-0.4858, -0.8478, 0.4610], [1.6205, -6.5651, 1.4325], [0.0219, -5.7407, 3.3216], [2.2168, 1.5080, 3.4327], [0.4690, -1.4471, 6.3032], [-0.0144, 2.9591, -4.7788], [-3.3322, 4.8033, 1.0671], [-5.0635, -0.5254, -2.5771], [0.4535, 0.7885, -5.7736], [-0.9501, -5.0089, 2.5480], [5.1426, -1.0243, 3.7212], [-0.1056, 0.8183, -1.2439], [0.8290, 2.8413, 1.7618], [1.3025, 4.6754, 5.7280], [5.7029, 6.5822, 0.1183], [-4.0500, 1.3439, -1.2632], [-0.9564, 4.1576, 5.1481], [-1.1185, 5.1519, -0.9691], [-1.6703, 1.3023, -4.8610], [-3.1943, -3.5655, -7.6998], [-0.2626, -4.2259, -3.4606], [-5.3293, -5.2905, -6.4942], [-0.6712, 0.4094, -0.0798], [0.3322, -1.8127, -0.1594], [-3.8491, 1.7043, -0.2585], [-5.7949, -5.2421, -7.4473], [-3.2342, 4.2270, 0.1562], [-0.8343, -3.1673, 4.6056], [6.5157, 7.0396, -0.3634], [-0.7311, -5.1027, -3.8936], [2.5972, -1.6271, 2.6276], [-3.5097, -6.3453, -5.7331], [1.0397, -7.5832, 3.2547], [-0.8678, -2.9589, -4.9511], [4.4760, 1.7068, -2.5311], [-3.4800, 4.0850, 1.8172], [2.9773, -3.2463, 2.2861], [2.7490, 1.7229, 1.2793], [-0.5148, -6.1647, 4.1821], [-3.7817, 2.2245, 3.2386], [-2.7411, -4.1061, -5.7687], [1.1860, -3.0608, -6.3862], [1.1378, 4.8624, 6.7931], [-0.4805, 1.8140, -1.6196], [-5.5340, -4.3877, -5.9721], [-2.6618, 1.0738, 2.5260], [-1.1374, 4.6813, 6.0922], [1.1229, -0.0077, -6.1663], [0.8458, -5.1048, 3.6287], [-1.8234, -2.8808, 6.0451], [3.1065, -2.3108, 0.1040], [-1.8831, -5.0813, -6.7879], [-2.8745, 3.5077, 5.1029], [0.2446, -4.5557, -6.2643], [-3.1159, 1.2350, -1.8476], [2.3006, 4.3390, 5.5315], [2.8402, 2.3341, 3.8660], [4.7697, 7.2271, 0.1221], [-1.2244, 4.9620, 4.4060], [0.5109, -2.8185, 0.2077], [1.7243, -4.2950, -5.3111], [-1.6919, 2.3071, 5.8226], [-5.8521, -6.1945, -6.0263], [1.9633, 2.3968, -5.4217], [-2.0624, 3.0339, -3.9272], [-3.9373, -0.6911, -0.8498], [-3.7296, -6.4022, -7.4702], [2.5064, -6.2382, 1.9296], [1.3382, -2.1739, -2.0642], [6.0385, 6.3846, 1.1792], [1.9312, -7.4397, 0.8872], [-3.2430, 0.8572, 4.1539], [0.5444, -2.3367, -4.2494], [2.7244, 0.5589, 3.7123], [1.1949, 0.2673, -2.8287], [4.9423, 0.6207, -1.1393], [-0.3532, -0.6762, 4.4289], [1.3389, 0.7260, 1.6019], [-5.2592, 0.3009, -3.2656], [0.9934, -0.5210, 6.6062], [-1.2758, 4.6506, 1.5934], [-6.0144, -1.1733, -2.3890], [5.4926, -2.6879, 2.6671], [3.4471, 5.4138, 0.0284], [-2.3661, -2.2605, 4.4722], [3.2398, 1.2778, -1.2898], [-2.0137, 6.1949, 2.1236], [0.2868, 3.9990, -4.5230], [1.3782, -5.8824, 0.6330], [1.1819, 5.6040, 5.1497], [-4.2015, 5.3872, 1.1211], [-0.2494, -7.4887, 2.1889], [0.5450, 2.9046, 0.7006], [0.1767, -1.9353, 7.2376], [-0.9967, -0.9743, 1.4444], [-1.3545, -0.3472, 5.8331], [3.9418, 3.9037, -1.8083], [1.2391, 1.5384, 3.9690], [4.7744, -2.3934, 0.5558], [2.9802, 3.2228, -0.5334], [3.8881, -0.8533, 0.6351], [-0.0475, 2.6088, 2.3312], [-1.3793, -0.4209, -5.9489], [-0.9443, -3.7236, -2.7198], [-5.5629, 0.0030, -0.6128], [-4.6736, 2.0529, -1.7421], [4.3767, -2.7735, 4.1512], [-2.1231, 6.7923, -0.2301], [4.6367, 4.4473, 1.0947], [-0.5358, 6.8197, 0.2994]],
  "forces_ev_per_angstrom": [[0.3, -0.5, -0.8], [1.0, 0.3, -0.7], [0.2, -0.7, -2.0], [-0.9, 0.5, 1.7], [0.6, -0.7, -0.6], [-0.4, 0.6, 0.8], [0.5, -0.2, 0.5], [0.2, 0.6, 0.5], [0.7, 1.4, 0.6], [-0.1, -0.7, -0.4], [-0.2, 0.6, -0.6], [-0.3, 0.3, -0.3], [0.7, -0.9, -0.7], [-1.3, 1.7, 0.5], [0.6, -1.2, 0.0], [1.4, -2.1, 0.1], [0.4, 0.6, -0.8], [-2.9, -1.9, 0.9], [0.0, 1.1, -2.4], [0.5, 0.7, 0.4], [0.6, -0.6, -1.0], [-0.2, -0.5, 0.0], [-1.2, -0.5, -0.5], [-0.7, 1.9, 1.4], [-1.0, 0.8, 1.7], [-0.7, 0.2, -0.9], [-2.4, -2.3, -0.6], [1.1, 0.9, 1.0], [0.6, 0.9, -0.5], [-0.4, -1.9, 0.8], [-0.4, -0.1, 2.1], [0.1, -0.4, 0.2], [-1.0, -1.3, -0.4], [-0.7, -1.7, -0.6], [-0.3, 0.4, -0.6], [1.7, -1.5, -0.5], [-0.3, 0.2, 0.7], [1.4, 0.4, 1.3], [1.8, -1.3, -0.2], [0.3, 0.5, 0.6], [-0.1, 0.4, 1.1], [-0.3, 0.2, 0.3], [0.0, -0.7, 1.5], [-0.1, -0.5, 0.3], [0.3, -0.4, 0.3], [-0.3, 0.1, 0.8], [0.3, 0.8, -1.2], [1.4, 2.1, 0.4], [1.5, -0.8, -0.2], [-1.7, -1.1, -0.1], [0.5, 0.2, 0.0], [0.0, 0.3, -0.2], [-0.7, 0.0, -0.5], [-0.8, 1.9, -0.8], [1.3, -0.6, -1.1], [-1.1, 0.9, -0.8], [-0.6, 0.1, 0.8], [1.3, -0.6, 0.4], [1.6, 3.0, 0.6], [-0.2, -0.4, -0.3], [0.1, -0.2, 0.2], [0.5, -1.2, 0.7], [0.2, 0.8, 1.6], [0.1, -3.3, 0.5], [-0.3, -0.5, 1.1], [-0.4, 2.1, -2.2], [0.4, 0.2, 0.0], [-0.2, 0.4, -1.0], [-0.5, 0.0, -0.4], [-0.2, -0.1, -0.2], [0.9, 1.1, -0.6], [-0.2, -0.1, 0.1], [0.2, 0.3, -0.2], [-0.6, 0.5, -0.7], [0.5, 0.2, 0.0], [-1.1, 0.7, -0.1], [-0.1, -0.5, 0.4], [-0.3, -1.2, 1.2], [0.2, 0.0, 0.0], [-0.4, 0.4, 0.4], [0.3, 0.3, 0.0], [0.0, 0.3, 0.1], [-0.5, 0.4, 0.5], [-0.2, 0.4, -0.3], [0.0, 0.0, 0.0], [1.1, -1.0, 0.2], [0.1, 0.6, 0.7], [0.1, 0.2, 0.2], [-0.6, -0.1, 0.3], [-0.2, 1.1, 0.1], [-0.1, 0.4, 0.4], [0.0, 0.1, -0.4], [-1.1, -0.5, -0.9], [0.7, 0.2, -1.0], [0.3, -0.4, 0.3], [0.2, 0.3, 0.2], [-0.3, 0.4, 0.4], [0.4, -0.5, 0.1], [-0.5, -0.6, -0.6], [1.1, -0.5, 0.1], [0.9, -0.7, -0.1], [-0.2, 0.2, 0.1], [-0.2, -0.1, -0.3], [-0.2, 0.4, 0.3], [0.4, 1.5, -0.2], [-1.5, -0.5, -0.3], [0.2, 1.2, 0.5], [0.9, -1.3, 1.4], [-0.1, -0.2, -0.4], [0.8, 0.6, 0.2], [0.2, 0.7, 0.5], [-0.6, 0.0, -0.9], [-0.1, -0.7, 0.0], [0.1, -0.5, 1.0], [0.5, 0.9, 0.9], [-0.2, 0.6, -0.5], [0.1, -0.1, -0.5], [-0.1, -0.7, -0.3], [0.2, 0.0, -0.4], [0.4, 1.0, 0.4], [-0.5, 0.0, 0.2], [-0.2, -0.4, -0.3], [0.1, -0.3, 0.6], [1.5, 1.1, -1.0], [-0.9, -0.3, 0.7], [0.8, 0.3, 0.5], [-0.7, -0.2, -0.6], [0.9, 0.1, 0.1], [0.0, -0.3, 0.1], [0.0, -1.0, -0.1], [-0.6, 0.6, 0.2], [0.1, 0.1, 0.4], [-0.9, 1.4, -0.5], [0.2, 0.2, -0.5], [0.0, 0.0, 0.2], [-0.1, -0.2, -0.4], [0.6, -0.4, -0.8], [0.3, -0.9, -0.5], [-0.2, 0.6, -0.8], [0.7, 0.0, -0.1], [-0.4, 0.2, 0.1], [-0.5, 0.3, 0.4], [0.1, 0.1, -0.1], [-0.6, -0.1, 0.4], [-0.1, -1.6, -0.5], [0.4, -0.7, -0.7], [-0.8, -0.3, 1.0], [-0.7, 0.7, -0.6], [0.0, -0.7, -0.4], [-0.9, 0.6, -0.8], [-0.2, 0.7, -0.8], [-0.2, -1.2, 0.0]]
}